A 2-piece molecular cluster, C4H2Cl3OP overall. Source: OMol25; level of theory: the ωB97M-V functional and the def2-TZVPD basis.

XYZ file:
```
11
Properties=species:S:1:pos:R:3:forces:R:3
C -0.3164 2.0446 0.8821 5.9 3.3 -0.2
C 0.8969 1.2569 0.6285 -0.6 1.7 -0.1
C -1.5372 -2.8662 -1.6080 0.1 -1.3 1.4
C 0.8649 -0.0663 0.3583 4.5 2.0 -0.1
O -1.4129 1.5288 0.9586 -3.9 -1.2 0.3
P -1.5434 -3.7659 -0.3127 0.0 1.5 -1.9
Cl 2.3693 2.1698 0.5263 -0.2 0.0 0.1
Cl -1.4792 -2.0532 -3.0482 0.0 -0.1 0.5
Cl 2.2951 -1.0146 0.1090 -0.7 0.3 0.0
H -0.1384 3.2742 1.0461 -0.8 -3.2 -0.4
H 0.0012 -0.5082 0.4601 -4.3 -2.9 0.3
```
Positions in Å, forces in eV/Å.

## Properties
2S+1: 3
HOMO-LUMO gap (spin up / spin down): 7.463 / 5.961 eV


One molecule with the formula C4H2Cl3P. Source: OMol25; level of theory: the ωB97M-V functional and the def2-TZVPD basis.

XYZ file:
```
10
Properties=species:S:1:pos:R:3:forces:R:3
Cl 2.3288 -0.2963 -4.1681 1.4 0.1 -2.6
C 1.6206 -0.4207 -2.7785 -3.1 0.4 4.3
C 0.8716 -0.3354 -1.8051 2.4 -0.7 -2.6
C 0.3075 -0.4251 -0.5195 -3.6 0.2 -2.6
C -1.0339 -0.4904 -0.3315 0.2 1.1 1.0
P -2.4849 -0.1337 -1.4381 0.1 -1.2 0.7
Cl -1.7453 -0.2203 -3.3179 0.2 0.1 -0.4
Cl -2.6390 1.8755 -1.1022 0.2 0.4 0.1
H 1.0279 -0.2487 0.1674 1.7 -0.1 2.9
H -1.4344 -0.4437 0.7121 0.5 -0.2 -0.8
```
Positions in Å, forces in eV/Å.

## Properties
SMILES: ClC#C/C=C\P(Cl)Cl
HOMO-LUMO gap: 8.602 eV


One molecule with the formula C4H2Cl4. Source: OMol25; level of theory: the ωB97M-V functional and the def2-TZVPD basis.

XYZ file:
```
10
Properties=species:S:1:pos:R:3:forces:R:3
C 1.5738 -0.6395 0.7102 0.4 0.5 1.2
C 0.6509 -0.5650 -0.2500 0.4 -0.4 0.1
Cl 0.8315 -1.0197 -1.9361 0.5 0.1 0.5
C -0.7185 -0.1297 0.0482 -0.8 1.5 -0.5
Cl -1.6540 -1.0664 1.1406 0.0 -0.3 0.1
C -1.2482 1.0150 -0.4495 0.3 -1.0 0.4
Cl -2.8072 1.5625 -0.0564 -0.6 0.0 0.2
Cl -0.4660 2.0802 -1.5320 0.5 -0.1 -0.1
H 2.6960 -0.8133 0.5333 -2.1 0.0 0.4
H 1.1416 -0.4241 1.7917 1.4 -0.4 -2.3
```
Positions in Å, forces in eV/Å.

## Properties
SMILES: C=C(Cl)C(Cl)=C(Cl)Cl
HOMO-LUMO gap: 9.624 eV